[1]
The following is a quantum chemistry calculation of C21H59N10O13Sr as an isolated structure at a distorted geometry, from the OMol25 dataset.

Output
* 2S+1: 2
* total charge: +2
* E_HOMO (alpha / beta): -13.096 / -13.095 eV
* LUMO (alpha / beta): -7.39 / -8.72 eV

Last column: Löwdin spin population.
Geometry (Å):
Sr -0.4881 -18.3648 8.7665  0.000
N -1.4286 -22.0139 9.2671  0.000
O -0.7507 -22.9055 8.7659  0.002
O -1.1505 -20.8406 9.0300  0.000
O -2.3255 -22.2984 10.0919  0.003
C -0.8478 -21.9042 13.3343  0.000
O -0.3882 -21.7833 14.3995  0.000
N -0.2202 -22.2317 12.3122  0.000
N -2.0809 -21.8102 12.9883  0.000
H 0.7554 -22.2896 12.5669  0.000
H -0.7166 -22.3649 11.4428  0.000
H -2.6744 -21.3455 13.6605  0.000
H -2.3375 -21.8945 12.0151  0.000
C 2.4236 -25.1227 8.8237  0.000
O 3.1854 -25.8318 9.3832  0.000
N 1.7000 -24.1959 9.4154  0.000
N 2.2924 -25.1067 7.5037  0.000
H 1.7828 -24.1860 10.4220  0.000
H 0.9362 -23.7809 8.9012  0.000
H 1.8827 -24.3357 6.9959  0.000
H 3.0608 -25.5393 7.0112  0.000
C -3.6618 -20.8468 5.1369  0.000
O -4.0674 -21.6419 4.3123  0.000
N -3.1913 -21.2691 6.3251  0.000
N -3.6566 -19.5325 5.0506  0.000
H -2.9323 -22.2435 6.3846  0.000
H -3.0003 -20.6005 7.0576  0.000
H -3.2699 -18.8896 5.7268  0.000
H -3.9431 -19.2470 4.1251  0.000
C 0.5588 -28.4908 9.2781  0.003
O -0.5669 -27.8719 8.7777  0.032
C -1.1547 -26.8442 9.6275  0.002
C -1.9413 -25.8877 8.8084  0.077
N -3.1078 -26.6025 8.3459  0.676
C -4.0346 -25.7764 7.5181  0.063
C -3.2790 -24.9498 6.4112  0.010
O -3.0366 -25.9497 5.3783  0.016
C -2.1964 -25.4263 4.3197  0.002
H 0.8932 -29.0902 8.4314  0.000
H 0.2035 -29.1645 10.0579  0.001
H 1.3387 -27.8565 9.6994  0.002
H -0.3458 -26.2066 9.9842  0.000
H -1.7173 -27.1589 10.5065  0.000
H -1.2178 -25.5089 8.0864  0.011
H -2.1383 -25.0497 9.4770  0.041
H -3.6487 -27.1594 8.9919  0.015
H -4.3948 -25.0232 8.2189  0.038
H -4.8148 -26.3827 7.0579  0.003
H -2.3797 -24.4712 6.7990  0.001
H -3.6638 -24.0670 5.9005  0.000
H -1.2411 -25.2585 4.8169  0.000
H -2.6489 -24.5832 3.7976  0.000
H -2.1527 -26.3170 3.6929  0.000
C -8.2132 -20.1544 10.2718  0.000
O -6.9472 -19.6942 9.7883  0.000
C -6.1073 -20.5191 8.8414  0.000
C -6.1164 -22.0356 9.1584  0.001
N -5.2942 -22.2678 10.3369  0.000
C -5.9431 -23.2481 11.1246  0.000
C -5.1834 -23.7040 12.4466  0.000
O -5.6822 -22.7827 13.4145  0.000
C -4.8741 -22.9213 14.5718  0.000
H -8.7476 -20.7451 9.5278  0.000
H -8.7266 -19.2212 10.5036  0.000
H -7.9424 -20.8032 11.1047  0.000
H -5.1787 -19.9582 8.7354  0.000
H -6.6259 -20.3298 7.9016  0.000
H -5.4989 -22.5520 8.4234  0.001
H -7.1165 -22.4691 9.1630  0.000
H -4.3761 -22.6489 10.1583  0.000
H -6.1811 -24.1052 10.4947  0.000
H -6.8874 -22.8533 11.4994  0.000
H -4.1282 -23.5277 12.2380  0.000
H -5.4896 -24.7254 12.6723  0.000
H -5.4827 -22.4081 15.3164  0.000
H -4.0604 -22.2149 14.4075  0.000
H -4.5464 -23.9161 14.8735  0.000
C -0.4164 -22.3147 2.9379  0.000
O 0.1478 -22.4059 4.2276  0.000
C 0.8272 -21.1809 4.7921  0.000
C -0.0317 -20.5516 5.8880  0.000
N 0.5005 -19.2506 6.3593  0.000
C 0.1958 -18.1971 5.3741  0.000
C 0.5389 -16.7917 5.9824  0.000
O 1.1258 -16.9043 7.2531  0.000
C 2.5461 -16.8867 7.3337  0.000
H 0.1320 -21.6297 2.2914  0.000
H -1.4635 -22.0172 2.9926  0.000
H -0.3808 -23.2918 2.4562  0.000
H 1.1377 -20.4301 4.0656  0.000
H 1.6779 -21.5890 5.3379  0.000
H -0.1836 -21.2849 6.6800  0.000
H -1.0099 -20.4253 5.4239  0.000
H 1.4836 -19.3707 6.5571  0.000
H -0.7362 -18.2643 4.8129  0.000
H 0.8834 -18.2003 4.5284  0.000
H -0.3647 -16.1867 6.0581  0.000
H 1.2384 -16.2292 5.3640  0.000
H 3.0387 -17.6081 6.6818  0.000
H 2.8685 -16.9874 8.3701  0.000
H 2.8956 -15.9730 6.8530  0.000
O -3.8208 -20.0527 11.4215  0.000
H -3.8680 -20.6364 12.1787  0.000
H -4.3629 -20.4776 10.7568  0.000


[2]
The following is a quantum chemistry calculation of C5H8O as an isolated structure, from the OMol25 dataset.

Output
* relative energy (zero: lowest compared OMol25 entry of this formula, charge and spin): 410.05 kJ/mol
* total charge: 0
* E_HOMO (alpha / beta): -8.757 / -8.699 eV
* LUMO (alpha / beta): -0.58 / -0.66 eV

Last column: Mulliken charge in e.
Geometry (Å):
C -1.6719 0.6298 0.3891  -1.386
C -0.6477 -0.1941 -0.3695  1.392
C 0.5879 -0.8072 0.5464  -0.766
C 1.6778 0.1131 -0.0226  -0.351
C 0.6112 0.4122 -0.9986  -0.633
O -1.0049 -0.9992 -1.3062  -0.717
H -1.2072 1.3860 1.0326  0.336
H -2.2971 -0.0297 1.0015  0.351
H -2.3173 1.1285 -0.3404  0.349
H 0.3580 -0.6282 1.5985  0.300
H 0.7021 -1.8583 0.2937  0.315
H 1.9170 0.9424 0.6493  0.241
H 2.5912 -0.3484 -0.4048  0.268
H 0.7145 0.2682 -2.0756  0.300


[3]
The following is a quantum chemistry calculation of C15H21N3O4STc as an isolated structure, from the OMol25 dataset.

Output
* 2S+1: 4
* relative energy (zero: lowest compared OMol25 entry of this formula, charge and spin): 0.00 kJ/mol
* total charge: +4
* E_HOMO (alpha / beta): -21.023 / -22.682 eV
* LUMO (alpha / beta): -16.45 / -16.25 eV

Last column: Löwdin spin population.
Geometry (Å):
Tc -0.0262 -0.1436 -0.6729  1.979
C 3.3417 -1.5858 -1.0301  -0.002
C 1.8732 -1.6707 -1.1776  -0.013
C 1.0067 -2.0648 -0.1019  -0.003
C -0.3899 -2.3283 -0.3164  -0.001
C -0.9576 -2.1208 -1.5931  -0.016
C -0.1555 -1.5526 -2.6063  0.005
C 1.2172 -1.2760 -2.3733  -0.014
H 3.7466 -2.4900 -1.5156  -0.003
H 3.6681 -1.6042 0.0080  0.000
H 3.7719 -0.7393 -1.5668  -0.001
H 1.4315 -2.2293 0.8837  0.005
H -1.0131 -2.6659 0.5077  0.005
H -2.0191 -2.2862 -1.7589  0.001
H -0.5962 -1.2772 -3.5614  0.001
H 1.7968 -0.7956 -3.1574  0.000
C 2.1804 6.7802 6.9076  0.063
C 0.8698 6.9925 6.3378  0.181
S -0.0004 4.9310 5.7755  0.179
O 0.7060 3.9918 6.5789  0.181
O -1.3831 5.2639 5.9015  0.238
C 0.2893 4.5042 4.0046  0.079
C -0.6769 3.3489 3.6963  0.009
N -0.5293 2.7569 2.3306  0.004
C -0.1390 1.5006 2.0812  0.018
N -0.3245 1.2228 0.7579  0.026
C -0.8624 2.3739 0.1658  0.009
C -0.9793 3.2998 1.1340  0.001
N -1.5261 4.6524 0.9540  0.000
O -1.8806 4.8992 -0.1614  0.000
O -1.5922 5.3292 1.9529  0.000
C 0.3763 0.5408 3.0822  0.003
H 2.3692 7.8176 7.2911  0.036
H 2.9722 6.5591 6.1971  0.002
H 2.1968 6.1506 7.7971  0.006
H 0.7546 7.4054 5.3371  0.013
H 0.0246 7.1642 7.0037  0.005
H 1.3422 4.2452 3.9106  0.000
H 0.0405 5.3946 3.4294  0.000
H -1.7038 3.7046 3.7631  0.000
H -0.5416 2.5244 4.3940  0.001
H -1.1568 2.4825 -0.8742  0.001
H 1.2080 0.9652 3.6461  0.000
H 0.7270 -0.3641 2.5912  0.002
H -0.4111 0.2569 3.7859  0.000


[4]
The following is a quantum chemistry calculation of C2H3O2Y as an isolated structure at a distorted geometry, from the OMol25 dataset.

Output
* relative energy (zero: lowest compared OMol25 entry of this formula, charge and spin): 0.00 kJ/mol
* total charge: +2
* E_HOMO: -20.442 eV
* LUMO: -10.83 eV

Last column: Mulliken charge in e.
Geometry (Å):
H -1.5353 0.9745 -1.3344  0.470
C -1.6601 0.2669 -0.5227  -0.316
C -1.9681 -0.3186 0.4989  -0.289
H -2.3966 -0.6051 1.4516  0.491
O 2.1630 0.8588 -0.3568  -0.308
O 2.4186 -0.5327 0.0600  -0.346
H 2.3839 -1.0381 -0.7633  0.438
Y 0.5946 0.3943 0.9667  1.860


[5]
The following is a quantum chemistry calculation of C29H30Br4N4O6S3Ta as an isolated structure at a distorted geometry, from the OMol25 dataset.

Output
* relative energy (zero: lowest compared OMol25 entry of this formula, charge and spin): 0.00 kJ/mol
* total charge: -1
* E_HOMO: -3.888 eV
* LUMO: 2.07 eV

Last column: Mulliken charge in e.
Geometry (Å):
Ta -0.3130 -0.4482 -1.2257  2.126
C -0.0381 3.0390 -5.9676  -0.781
S 0.2922 3.8717 -4.3945  -0.090
C 0.0867 2.4628 -3.3150  0.428
S -1.3787 2.5296 -2.3665  -0.316
N 0.9630 1.5468 -3.4239  -1.597
N 0.8605 0.3393 -2.7737  0.949
C 1.8681 -0.5244 -3.2329  -0.744
C 1.7477 -1.8360 -2.9422  0.804
C 2.5957 -2.8892 -3.4498  -1.192
C 2.2862 -4.1759 -3.2066  -0.253
C 1.1063 -4.5060 -2.4367  -0.919
C 0.3506 -3.5032 -1.9455  -0.230
N 0.6489 -2.1741 -2.1369  0.277
H -0.0226 3.8068 -6.7421  0.326
H -1.0195 2.5683 -5.9457  0.233
H 0.7320 2.2962 -6.1686  0.259
H 2.6216 -0.1158 -3.8881  0.416
H 3.4620 -2.6114 -4.0397  0.407
H 2.9119 -4.9705 -3.5970  0.407
H 0.8366 -5.5327 -2.2319  0.426
H -0.5256 -3.7099 -1.3414  0.439
Br -5.4021 -4.5351 1.5661  -0.182
C -4.3906 -3.4168 0.4315  0.319
C -4.8894 -3.0291 -0.8146  0.301
Br -6.5792 -3.6195 -1.4114  -0.188
C -4.1224 -2.1911 -1.6345  0.298
Br -4.6909 -1.5886 -3.3258  -0.132
C -2.8876 -1.7592 -1.2023  -0.516
O -2.0624 -0.9521 -1.8934  -0.724
C -2.3753 -2.1480 0.0377  0.114
O -1.1665 -1.6648 0.3386  0.358
C -3.1311 -2.9751 0.8524  -0.216
Br -2.3643 -3.4309 2.5085  -0.097
C -3.4721 1.7052 -0.2756  -1.726
C -2.0623 2.0197 0.2354  2.405
C -1.9930 3.5093 0.5995  -2.076
C -1.8119 1.2200 1.5141  -1.329
C -0.9400 1.6845 -0.8006  -1.487
H -4.1855 1.7839 0.5505  0.478
H -3.5379 0.6958 -0.6859  0.146
H -3.7882 2.4019 -1.0572  0.481
H -2.8194 3.7737 1.2684  0.517
H -2.0508 4.1457 -0.2862  0.364
H -1.0556 3.7281 1.1147  0.344
H -2.3694 1.6526 2.3510  0.807
H -0.7504 1.2320 1.7728  -0.044
H -2.1236 0.1809 1.4150  -0.267
H -0.0345 2.1963 -0.4527  0.724
C 3.1897 4.3961 2.3488  -1.544
C 2.6307 3.1206 2.9259  0.881
C 3.4360 1.9921 3.0537  -0.666
C 2.9255 0.8028 3.5390  -0.787
C 1.5776 0.7254 3.8846  0.300
C 0.7659 1.8467 3.7978  -0.395
C 1.3016 3.0371 3.3252  -0.382
S 0.8779 -0.8314 4.3487  1.229
O 1.8637 -1.4995 5.1502  -0.712
O -0.4469 -0.5662 4.8263  -0.731
N 0.7321 -1.7271 3.0037  0.191
C 1.9479 -2.3766 2.4874  -0.694
C 2.0227 -2.4014 0.9631  -0.098
C 2.3009 -1.0245 0.3968  0.460
O 3.3955 -0.5350 0.3910  -0.652
O 1.2003 -0.3660 -0.0223  -0.778
H 4.1737 4.6193 2.7636  0.397
H 2.5322 5.2432 2.5466  0.378
H 3.3027 4.3062 1.2660  0.292
H 4.4772 2.0413 2.7536  0.384
H 3.5708 -0.0564 3.6589  0.415
H -0.2704 1.7736 4.0978  0.453
H 0.6708 3.9143 3.2548  0.274
H 0.0174 -1.4310 2.3408  -0.170
H 1.9989 -3.3956 2.8641  0.340
H 2.8267 -1.8492 2.8518  0.161
H 1.1023 -2.7978 0.5383  -0.124
H 2.8608 -3.0435 0.6999  0.528


[6]
The following is a quantum chemistry calculation of C23H23AsLuOP as an isolated structure at a distorted geometry, from the OMol25 dataset.

Output
* relative energy (zero: lowest compared OMol25 entry of this formula, charge and spin): 201.23 kJ/mol
* total charge: 0
* E_HOMO (alpha / beta): -5.256 / -4.383 eV
* LUMO (alpha / beta): -0.02 / -0.46 eV

Last column: Mulliken charge in e.
Geometry (Å):
C 0.3781 4.7777 -1.1139  -0.520
C 0.8826 4.4482 -2.4086  -0.693
C -0.1408 3.8484 -3.1538  -0.355
C -1.3481 3.9424 -2.4267  -0.662
C -1.0744 4.4974 -1.1433  -0.609
Lu -0.1186 2.2884 0.5926  0.573
P 0.9041 3.1685 2.8047  -0.242
H 0.7487 5.6045 -0.5166  0.398
H 1.9290 4.4590 -2.6064  0.442
H 0.0117 3.1802 -3.9552  0.452
H -1.7821 5.0186 -0.5151  0.453
H -2.2907 3.5190 -2.6612  0.451
H -0.2593 3.7815 3.5305  0.137
H 2.0675 4.1098 2.8386  0.167
H 1.2532 1.9090 3.4215  0.151
O -0.3588 0.6757 -0.5223  -0.301
As -0.1342 -0.9931 -0.0429  1.469
C 1.5229 -1.5325 -0.8031  -0.176
C 1.9932 -2.8116 -0.4711  -0.195
C 3.2109 -3.2698 -0.9892  -0.650
C 3.9605 -2.4418 -1.8323  -0.422
C 3.4905 -1.1626 -2.1602  -0.534
C 2.2667 -0.7056 -1.6534  -0.578
C -0.0917 -0.8042 1.8573  0.063
C -1.1886 -0.2735 2.5402  0.119
C -1.1353 -0.1608 3.9347  -0.663
C 0.0083 -0.5606 4.6234  -0.596
C 1.1192 -1.0441 3.9279  -0.676
C 1.0829 -1.1457 2.5373  -0.422
C -1.6776 -1.8181 -0.7578  0.465
C -2.9560 -1.3100 -0.5055  -0.442
C -4.0749 -2.0195 -0.9528  -0.626
C -3.9091 -3.1857 -1.7095  -0.429
C -2.6267 -3.6502 -2.0211  -0.605
C -1.5062 -2.9537 -1.5611  -0.313
H 1.4018 -3.4490 0.1933  0.488
H 3.5545 -4.2727 -0.7288  0.379
H 4.9098 -2.8013 -2.2385  0.376
H 4.0788 -0.5242 -2.8225  0.389
H 1.8880 0.2888 -1.9192  0.478
H -2.0744 0.0660 1.9827  0.174
H -1.9997 0.2262 4.4729  0.388
H 0.0340 -0.5089 5.7141  0.348
H 2.0138 -1.3605 4.4647  0.365
H 1.9546 -1.4822 1.9672  0.306
H -3.0756 -0.3544 0.0164  0.250
H -5.0752 -1.6556 -0.7154  0.375
H -4.7844 -3.7416 -2.0528  0.355
H -2.4867 -4.5488 -2.6224  0.378
H -0.4966 -3.2670 -1.8374  0.321


So what do the calculations give for E? Going down the list: -65063.716 -7358.005 -41537.239 -7237.455 -363038.002 -130012.939 eV.